Entry 1:
Here is 2 unconnected molecules or ions with the total composition C19H20F3N2 from OMol25. Energies are from the ωB97M-V functional and the def2-TZVPD basis.

The geometry in XYZ format:
```
44
Properties=species:S:1:pos:R:3
H -1.49845 -2.30087 0.54934
C -0.91772 4.28005 -0.95675
C -0.70384 -2.24026 -1.93031
C -0.90699 -1.85255 5.08137
C -1.07027 -2.45634 -3.23441
C 0.55529 2.58222 0.11225
H -2.25382 -2.38794 2.84211
C 0.91001 -1.42378 3.39760
N 0.16499 1.61606 -0.64138
C -0.80119 -2.04475 1.31853
H 1.93415 3.20144 1.62146
H -0.77798 5.32148 -1.26909
H 1.07474 1.69741 1.97384
H -1.89302 4.22330 -0.46062
H -0.67371 1.17271 -2.43334
C 0.59561 -1.80900 -1.59146
F -2.21332 -1.52190 5.08816
H -0.45685 -2.42719 -5.27759
H -1.72774 3.46988 -2.80385
F -0.20289 -0.98732 5.83583
F -0.74138 -3.11065 5.53210
H 1.82881 -1.68621 -4.75888
C 1.08576 -1.55994 -0.28216
C 0.52269 -1.66332 1.01589
H 2.10845 -1.22031 -0.27059
H 1.55269 -1.18943 4.22785
H 2.49703 -1.29520 -2.44597
C 1.53739 2.28606 1.18174
H 2.38976 -1.08082 1.92057
H -1.43785 -2.41458 -1.17384
C 1.11910 -1.83701 -3.96361
C -0.39656 -1.78553 3.65789
C -1.24121 -2.10277 2.61448
H 0.39505 4.61680 0.66091
H 0.02458 3.52003 -2.73952
C 1.36647 -1.35935 2.10768
H -2.07068 -2.78661 -3.46047
C -0.86828 3.32012 -2.13526
H 2.37044 1.71142 0.77981
C -0.82005 1.88127 -1.60648
H -1.79114 1.62360 -1.16564
C -0.16364 -2.25732 -4.25671
C 1.49331 -1.61599 -2.66391
N 0.10228 3.89308 0.00242
```

Summary:
LUMO energy: -5.86 eV
highest occupied orbital energy: -11.021 eV
charge: +1
HOMO-LUMO gap: 0.1895 hartree
ΔE to the lowest compared entry with this formula, charge and spin: 37.8 kJ/mol
spin multiplicity: 1

Entry 2:
Here is a molecular structure, C19H20F5IN2O18S from OMol25. Energies are from the ωB97M-V functional and the def2-TZVPD basis.

The geometry in XYZ format:
```
66
Properties=species:S:1:pos:R:3
O 2.80831 -3.67440 -2.44335
H 3.61458 2.36842 4.13662
H 1.41909 3.02468 -3.70641
H 2.91230 7.14937 2.59334
O -6.15940 -3.69715 -0.43237
H -0.98259 -2.64061 0.53029
N -0.53329 2.12148 4.73729
C -1.79725 -2.89393 -0.15650
H -6.47021 -5.76060 -3.58522
H 1.81283 1.21586 5.57707
F -4.66459 -6.62496 -3.41681
C 5.02912 7.52789 2.83792
H 1.26893 -2.83246 -3.51324
H -3.76580 -4.30960 -3.43595
O 1.79859 -1.25012 3.12590
C 0.92403 -4.86428 -2.85238
C 1.42279 -3.47576 -2.64038
H 0.67274 -5.39683 -1.92893
H -5.12509 -3.98598 -4.53629
O 5.16050 4.56769 4.43899
C 0.32741 3.04146 -3.79204
O -1.44974 -0.67206 -2.66370
C -4.85749 -4.29283 -3.52159
H -3.92845 -2.56495 -0.34014
S 0.82154 4.54809 3.43191
C -3.02267 -2.06322 0.01654
O 4.25006 -5.30353 -3.14917
C -5.75309 -4.15704 -1.48654
N 2.86206 1.76016 3.70664
F 4.68418 8.79381 3.16368
O -2.28137 0.71030 3.88647
H -3.17595 -1.75949 1.05560
O -1.40075 -2.62420 -1.48199
C 4.86465 5.53572 3.75837
H -1.28531 1.57369 -3.85568
O 2.00274 -5.50784 -3.49198
H 3.24810 0.05740 5.15493
H 0.96722 -2.99877 -1.76841
F -2.08925 -4.21032 -0.05885
O -0.42930 1.84498 -2.00689
H 5.93883 7.53434 2.22809
C -5.48600 -5.58840 -3.13666
H 3.28881 1.24964 2.87653
C 3.88193 6.80752 2.21604
O -0.97450 3.63714 -0.70282
O -0.20376 3.93614 -2.83530
C -0.80316 0.95268 3.78903
C -0.56820 3.17724 -1.75699
O 5.26204 6.81071 4.02883
H 3.88217 6.88784 1.12566
H -2.64355 1.24574 4.66514
I -0.45171 1.46241 1.66038
C 2.38414 0.69298 4.67074
O -2.75300 -0.94435 -0.80405
C -1.83589 -1.35726 -1.73135
O -5.38866 -3.39815 -2.56485
O -5.61419 -5.48931 -1.73643
O -0.16780 -0.31179 4.20300
C -0.09142 3.18827 3.95859
F -0.13556 -4.87318 -3.69195
C 1.28391 -0.31026 3.96731
H 0.05981 3.34830 -4.80675
F 0.52031 0.70933 -3.68726
C 3.11666 -4.86597 -3.04047
C -0.30111 1.74589 -3.40711
O 4.09974 5.47242 2.62594
```

Summary:
LUMO energy: -1.31 eV
highest occupied orbital energy: -9.431 eV
HOMO-LUMO gap: 0.2983 hartree
spin multiplicity: 1

Entry 3:
Here is a molecular structure, C19H20F6N4O2PtSbSe from OMol25. Energies are from the ωB97M-V functional and the def2-TZVPD basis.

The geometry in XYZ format:
```
54
Properties=species:S:1:pos:R:3
C -0.13461 0.37410 3.26722
H -0.66066 -4.27238 0.02260
Pt 0.85302 0.32032 0.24294
O 0.16633 2.57452 -0.50611
H -0.49326 -4.97646 -5.05961
H -1.39553 2.53080 -2.88109
F -2.47451 -2.06520 -0.65850
C -0.68416 -0.08059 4.46318
C 3.79001 0.65015 1.06953
N 0.22369 -1.88954 0.03914
C 0.08581 -1.16710 -4.61867
C -1.19369 3.40546 -2.25950
H 0.56227 3.86403 -3.50732
H -1.94960 4.15972 -2.45990
H -0.05820 -1.06182 -6.74489
Se 5.44386 0.45829 1.57044
F -3.65113 1.18504 0.79961
H -0.19931 -4.03102 -2.78938
Sb -3.32558 -0.48900 0.00722
C -0.19202 -2.52454 1.10775
C -1.17248 2.99853 -0.79823
C 0.07350 -2.01424 -3.49849
H -0.35249 -4.55857 1.75963
C 0.31938 -1.46101 -2.18176
C -0.20336 -1.75177 2.33435
H -1.39455 3.83808 -0.12667
H -0.44999 -3.48138 -7.01996
C -0.32592 -3.91840 -4.92300
C -0.15821 -3.39594 -3.66004
N 2.67987 0.79086 0.74300
C -0.78490 -3.87772 1.02544
O 0.63406 -0.26894 -1.98490
C 1.05091 3.00799 -1.56198
H -1.89056 2.22326 -0.54791
H -1.85706 -3.79862 1.23231
C -0.90712 -1.43784 4.60714
H 1.40951 2.12559 -2.10253
N 0.15462 -2.35716 -1.14887
H -0.92432 0.62267 5.24662
N 0.09873 -0.43859 2.25281
F -1.34681 0.20673 0.07641
C -0.65181 -2.28500 3.53836
C -0.29611 -3.07485 -6.02995
C -0.08552 -1.70113 -5.87422
C 0.23612 3.92127 -2.47205
H 1.91062 3.49757 -1.09869
H 0.24147 -0.10616 -4.48162
H -0.83832 -3.34469 3.62460
F -2.82162 -1.16945 1.72664
H 0.32034 4.95763 -2.14540
H 0.10794 1.41865 3.12399
F -5.06624 -1.09630 -0.09423
H -1.30364 -1.83105 5.53282
F -3.18421 0.28898 -1.70418
```

Summary:
LUMO energy (spin up / spin down): -10.46 / -11.22 eV
highest occupied orbital energy (spin up / spin down): -15.163 / -14.189 eV
charge: +2
HOMO-LUMO gap (spin up / spin down): 0.1726 / 0.1090 hartree
ΔE to the lowest compared entry with this formula, charge and spin: 354.7 kJ/mol
spin multiplicity: 2
<S²>: 1.25

Entry 4:
Here is a molecular structure, C19H20I2O5P from OMol25. Energies are from the ωB97M-V functional and the def2-TZVPD basis.

The geometry in XYZ format:
```
47
Properties=species:S:1:pos:R:3
C -1.47752 -3.17712 -0.71787
C -1.64582 -2.61948 -3.88888
H 1.70948 2.71697 -3.97854
H 3.38206 0.77820 4.65609
C 2.25954 2.06346 3.40133
H 1.50208 1.57914 1.73106
C 0.97349 -0.68144 -1.99078
H -4.90762 -4.23170 -3.50336
C 0.45804 0.06961 -0.59064
O 1.06678 3.67610 2.17184
C 1.90716 4.42731 4.25085
C -3.97476 -3.72221 -2.95987
O 2.81054 5.06242 6.34320
H 1.56667 -2.73273 -1.19196
H 1.80493 -2.60141 -3.06393
H -0.26530 -4.61382 -2.67519
C -3.12021 -2.86887 -4.06960
C 1.07813 -2.30500 -2.19307
O 3.85190 2.53100 6.54734
P -0.59143 -3.20630 -2.40900
C 1.69285 3.42465 3.19604
C 3.19759 2.77255 5.53910
H 0.75965 3.93131 -1.61480
H -3.13049 -0.00712 1.14380
I -0.68923 -1.49388 -5.56233
H 1.47433 5.40774 4.09676
I -4.15102 -2.08223 -5.88643
C 1.43289 0.37140 -3.20373
H 0.02007 2.29430 0.51450
H 1.81080 -0.09429 -4.21247
H -0.77461 -3.15103 0.21807
C 0.39809 1.73408 -0.46735
H -4.46278 -3.04861 -2.10431
C -2.46177 -1.69320 -0.61837
H -2.24577 -4.06769 -0.57379
C 2.96250 1.76296 4.49503
H 3.34601 4.60370 7.02666
C 2.60717 4.12600 5.34626
H -2.45057 -1.90964 1.71257
H -2.41820 -0.90262 -1.59150
C -2.53993 -1.00529 0.97380
H -3.36588 -4.61855 -2.47769
C 1.36255 2.00596 -3.09238
H 0.14384 -0.56513 0.34089
O 2.03249 1.11867 2.41745
O -3.76919 -1.80638 0.23104
C 0.83050 2.74822 -1.71583
```

Summary:
LUMO energy: -3.94 eV
highest occupied orbital energy: -11.399 eV
charge: +1
HOMO-LUMO gap: 0.2741 hartree
spin multiplicity: 1

Entry 5:
Here is a single C19H20N2O3 molecule from OMol25. Energies are from the ωB97M-V functional and the def2-TZVPD basis.

The geometry in XYZ format:
```
44
Properties=species:S:1:pos:R:3
C 1.05230 -1.23922 -2.56857
C 5.72936 0.48241 0.89494
N 1.24306 0.41475 -0.79840
H 6.44334 0.99663 1.52194
H -0.92484 -0.53967 -3.08476
H 7.18420 -0.77465 -0.07593
C 1.62216 0.11994 -2.15989
H 1.50960 -2.00632 -1.94149
H -4.80723 1.84031 2.18366
C -2.76862 -0.36945 0.59840
C 5.18223 -1.13077 -0.76504
H -2.39160 -1.25191 3.84577
C -3.64966 0.32955 3.13759
C 3.49573 0.10581 0.13462
H -5.92586 2.04404 0.12272
C -4.97305 2.39332 -0.28702
C 6.14425 -0.50027 0.00896
C -2.75058 -0.70975 2.98519
O -3.11825 -0.97262 -1.67101
H -5.12576 2.73186 -1.31050
C -2.34087 -0.75761 -0.77454
O 1.59280 0.60258 1.41749
H 5.44842 -1.91072 -1.46702
C -0.83328 -0.84559 -0.96336
C -3.67780 0.69297 0.75834
C -2.31187 -1.05059 1.71853
C 4.38149 0.78567 0.96835
H -0.38611 0.78308 0.41642
H -1.62620 -1.87502 1.59741
H -0.87040 -2.23391 -2.61177
C -4.10963 1.03108 2.03668
H 2.70574 0.11983 -2.25476
N 3.89544 -0.83797 -0.71118
C 2.02995 0.38316 0.29638
H -3.99947 0.60399 4.12166
H -0.58499 1.28380 -1.28589
H -4.59766 3.22577 0.31779
C -0.18976 0.50824 -0.62160
H 1.31164 -1.44629 -3.60724
C -0.46347 -1.24602 -2.39100
H -0.43884 -1.58598 -0.25945
H 1.20398 0.90448 -2.80242
H 3.99815 1.52471 1.65372
O -4.03280 1.35077 -0.37233
```

Summary:
LUMO energy: 0.66 eV
highest occupied orbital energy: -8.614 eV
HOMO-LUMO gap: 0.3407 hartree
ΔE to the lowest compared entry with this formula, charge and spin: 184.7 kJ/mol
spin multiplicity: 1
structure (SMILES): COc1ccccc1C(=O)[C@H]1CCCN(C(=O)c2ccccn2)C1